[1]
ORCA calculation (wB97M-V/def2-TZVPD) on 4 unconnected molecules or ions with the total composition C28H53F9O3 in a non-equilibrium geometry.

```
93
C28H53F9O3 (wB97M-V/def2-TZVPD)
H 3.695 -2.306 1.773
H -6.156 2.375 -4.348
H 2.017 -1.858 2.017
H -0.265 -5.433 -4.312
H 4.031 -5.121 -0.673
H 1.811 -4.553 -1.708
H -3.986 1.750 -3.231
H -4.725 0.275 -2.634
H 2.472 0.437 1.149
O 2.022 -1.499 -3.438
H -6.534 3.684 -2.461
H -2.905 3.350 -1.212
H 4.870 -0.069 4.667
H -1.057 1.233 4.402
H 2.534 4.933 4.213
H 0.088 6.679 1.940
H 5.349 -3.885 -1.439
H 0.831 5.132 1.520
H 5.857 -1.720 2.278
H 1.306 4.209 5.229
H -6.020 3.930 -0.806
C 0.518 5.439 3.652
H -0.447 2.675 5.220
H 6.715 -3.285 3.995
H -6.894 0.893 -3.707
H 2.645 -0.133 3.665
C -5.950 1.353 -4.017
H 2.876 -0.819 -0.032
H -4.190 4.038 -3.266
C 1.684 3.142 3.388
H -3.605 4.725 -0.334
H 0.570 1.225 5.099
H 5.949 -2.339 5.281
C -4.507 4.373 -2.274
H -5.570 0.796 -4.879
H -0.483 4.996 3.665
C 0.395 2.328 3.242
C 3.409 -1.256 -3.862
H -2.522 5.001 -1.708
C 5.895 -1.405 3.326
H -0.177 -5.028 -2.473
C -4.934 1.323 -2.886
C 0.837 5.943 2.253
F -3.626 -4.541 -0.420
H 1.818 6.427 2.227
C 3.350 -0.938 3.424
C -5.690 3.537 -1.777
C -2.595 -3.233 -2.313
C 1.744 -2.971 -3.345
F -3.560 -1.278 -0.238
H 1.084 -2.879 -1.110
F -5.264 -2.759 0.558
O 3.963 -0.069 -3.493
H 6.858 -0.895 3.459
C -0.162 1.842 4.570
C 4.774 -0.407 3.628
H 4.084 -1.970 -4.498
H 2.073 3.365 2.388
H -6.335 1.553 -1.268
H 4.166 -0.006 0.860
F -2.753 -5.735 -3.050
C 1.948 -3.369 -1.769
H -4.842 5.410 -2.391
O 3.281 -3.086 -1.217
H -0.367 2.909 2.713
C 3.040 -1.465 2.020
C 3.148 -0.398 0.942
C 0.226 -3.178 -3.926
H 3.983 -4.688 -2.529
H 2.445 2.516 3.873
H 0.608 1.455 2.614
C -0.500 -4.585 -3.506
F -2.750 -4.058 -4.746
C -5.415 2.037 -1.621
H 0.482 6.299 4.332
H -4.674 1.883 -0.827
H 4.922 0.485 3.008
C 1.551 4.444 4.187
F -2.834 -1.916 -3.015
C -2.158 -4.391 -3.403
F -5.075 -4.049 -2.395
C 4.208 -4.233 -1.449
C -4.618 -2.242 -0.706
C 5.870 -2.629 4.229
F -1.510 -3.125 -1.272
H 0.327 -3.200 -5.116
F -5.639 -1.566 -1.591
H 3.151 -1.736 4.149
C -3.320 4.356 -1.324
H 2.540 -3.479 -4.070
C -3.977 -3.558 -1.493
H -0.378 -2.207 -3.677
H 4.953 -3.210 4.097
```

Calculated values
HOMO level = -10.45 eV
Kohn-Sham gap = 0.378 hartree
Strongest force on any atom = 9.2 eV/Å
E_LUMO = -0.16 eV
Electronic energy = -60487.165 eV


[2]
ORCA calculation (wB97M-V/def2-TZVPD) on a molecular structure, C29H29BrF6IN4O6S2W.

```
79
C29H29BrF6IN4O6S2W (wB97M-V/def2-TZVPD)
H 4.590 -3.905 0.533
C 3.812 -3.274 0.126
C 3.919 1.297 -0.907
H 5.089 1.440 -2.690
H -4.529 -1.470 -0.611
C 2.753 -2.892 0.939
O -0.484 1.519 -3.614
F -0.564 5.271 -0.032
H 3.089 1.861 -1.312
I 2.138 1.225 1.492
H -3.683 -3.643 -0.181
C -2.925 -2.860 -0.217
H -2.483 -2.910 -1.205
H -4.560 0.800 0.414
C -1.862 -3.130 0.854
H -4.104 0.413 -1.716
H -4.001 -1.528 1.055
H -0.862 2.031 6.299
F -2.084 3.900 0.682
C 1.859 -1.622 -0.925
O -0.711 1.542 -0.405
C -2.679 -0.854 -2.668
H -1.554 -0.211 7.100
N -2.847 -0.282 -0.184
H -0.646 -0.715 -3.370
H -3.386 0.499 1.714
H -0.572 2.466 3.881
H 3.004 -1.634 -2.741
H 4.744 -3.132 -1.801
O -2.492 2.852 -4.198
C 3.860 0.812 0.393
H 7.001 0.174 -1.739
C -3.498 0.754 0.664
C 5.047 1.059 -1.678
C 6.061 -0.113 0.157
W -0.535 -0.342 0.373
C 1.792 -2.068 0.385
C -1.034 1.235 5.586
C -1.470 -0.799 3.754
H -2.206 -3.877 1.571
C 2.926 -2.000 -1.724
H 6.896 -0.648 0.587
H -3.359 -1.704 -2.627
F -0.344 4.006 -5.683
H -1.958 -2.013 5.458
F 1.147 3.747 -4.135
C -0.800 4.039 0.374
O 0.735 -1.589 1.107
C -3.644 -1.542 0.026
C -1.647 -1.029 5.129
C -1.424 -0.028 6.043
O -0.910 0.727 2.017
N -1.561 -1.891 1.569
C 4.934 0.117 0.937
H -3.047 1.722 0.478
S -1.219 2.756 -3.573
H -1.121 -2.351 -2.938
N -1.345 3.290 -2.057
H -2.866 -0.369 -3.628
C 6.115 0.354 -1.146
F -0.061 3.769 1.443
H -2.486 1.082 -1.736
H 1.017 0.168 -1.917
H -2.097 -2.798 3.289
C -1.216 -1.301 -2.650
S -0.329 2.880 -0.985
C 3.901 -2.833 -1.193
C 0.778 -0.666 -1.255
C -1.723 -1.878 2.839
C -1.071 0.469 3.311
N -0.556 -1.117 -1.363
H 2.677 -3.213 1.968
C -0.125 4.033 -4.379
Br 4.971 -0.481 2.727
O 1.068 3.012 -1.231
C -0.867 1.489 4.240
F -0.403 5.239 -3.904
H -0.936 -3.497 0.411
C -3.045 0.163 -1.605
```

Calculated values
HOMO level = -11.02 eV
Kohn-Sham gap = 0.257 hartree
Total charge = +1
Strongest force on any atom = 0.7 eV/Å
E_LUMO = -4.03 eV
Electronic energy = -166728.101 eV
Relative energy (zero: lowest compared OMol25 entry of this formula, charge and spin) = 0.0 kcal/mol